70
Properties=species:S:1:pos:R:3 method="wB97M-V/def2-TZVPD" spin_multiplicity=5 homo_ev="-0.63 / -1.62" charge=-2 largest_force_ev_per_a=0.66 homo_lumo_gap_ev="4.21 / 5.20" de_lowest_kcal_mol=0.0 energy_ev=-333461.14358
Cr -0.632 -0.410 1.763
Br -4.178 -4.815 -3.172
C -3.513 -3.456 -1.998
C -4.158 -2.230 -1.944
C -3.643 -1.258 -1.096
C -2.497 -1.457 -0.315
O -2.062 -0.465 0.424
C -1.839 -2.731 -0.392
C -0.626 -3.050 0.272
N 0.069 -2.224 1.080
C 1.223 -2.643 1.671
C 1.872 -3.871 1.490
C 3.081 -4.148 2.143
C 3.687 -3.246 2.980
C 3.060 -1.993 3.200
C 3.605 -0.983 4.031
C 2.951 0.199 4.195
C 1.727 0.406 3.527
N 1.210 -0.505 2.734
C 1.842 -1.705 2.565
C -2.393 -3.713 -1.242
H -5.040 -2.039 -2.540
H -4.130 -0.294 -1.012
H -0.242 -4.048 0.091
H 1.447 -4.628 0.849
H 3.548 -5.113 1.972
H 4.622 -3.471 3.478
H 4.545 -1.175 4.538
H 3.324 0.976 4.847
H 1.164 1.321 3.634
H -1.904 -4.678 -1.311
S -0.207 0.581 6.039
As -1.798 0.431 4.622
S -1.691 -1.504 3.530
S -1.287 1.614 2.789
S -3.741 0.870 5.319
F 5.014 3.341 -3.300
C 3.945 2.859 -2.676
C 2.690 3.333 -2.988
F 2.550 4.270 -3.923
C 1.586 2.812 -2.338
F 0.411 3.278 -2.749
C 1.682 1.839 -1.350
P 0.139 1.106 -0.554
C -0.830 2.620 -0.253
C -2.221 2.545 -0.255
C -2.979 3.647 0.114
C -2.359 4.820 0.513
C -0.974 4.887 0.553
C -0.215 3.792 0.177
C -0.529 0.369 -2.086
C -0.138 -0.944 -2.335
C -0.622 -1.624 -3.443
C -1.503 -0.995 -4.310
C -1.885 0.318 -4.074
C -1.401 1.001 -2.968
C 2.965 1.347 -1.086
Br 3.273 -0.077 0.099
C 4.077 1.858 -1.736
F 5.303 1.396 -1.494
H -2.705 1.607 -0.487
H -4.058 3.565 0.134
H -2.954 5.669 0.827
H -0.482 5.787 0.901
H 0.866 3.852 0.238
H 0.506 -1.455 -1.628
H -0.342 -2.657 -3.602
H -1.907 -1.535 -5.157
H -2.581 0.810 -4.742
H -1.715 2.018 -2.785